Record 1
DFT (ωB97M-V/def2-TZVPD) results for a cluster of 4 separate species, C35H72FN3O10S in total.

- HOMO level (eV) = -8.302
- max |F| (Eh/bohr) = 0.092
- SMILES = C=C[C@]1(C[C@@H](C)F)[C@@H](CCCCOC=O)OC(=O)[C@@H]1CCCS.COCCNCCOC.COCCNCCOC.COCCNCCOC

The geometry in ORCA input format:
```
! wB97M-V def2-TZVPD RIJCOSX def2/J DEFGRID3
* xyz 0 1
C -1.195 4.123 1.257
C 0.196 3.746 1.404
C 0.666 2.198 1.560
C 0.862 1.742 0.044
C 1.406 0.252 -0.164
C 2.367 0.298 -1.469
F 2.196 -0.261 0.916
C -0.401 1.483 2.502
C -0.342 -0.101 2.737
C 0.810 -0.604 3.729
C 0.278 -1.628 4.873
C -0.515 -2.888 4.274
O 0.399 -4.031 4.184
C 1.298 -3.884 3.107
O 0.967 -3.475 1.961
O -0.188 2.221 3.764
C 1.082 2.911 3.814
O 1.431 3.781 4.632
C 1.916 2.342 2.540
C 3.187 3.230 2.063
C 4.491 2.330 1.779
C 5.250 1.998 3.160
S 5.969 0.262 2.976
H -1.582 4.652 0.325
H -1.866 3.839 2.145
H 0.936 4.625 1.446
H -0.100 1.974 -0.543
H 1.660 2.445 -0.406
H 0.500 -0.417 -0.414
H 3.360 0.765 -1.125
H 1.901 0.911 -2.323
H 2.619 -0.734 -1.874
H -1.522 1.648 2.297
H -1.344 -0.387 3.236
H -0.327 -0.703 1.754
H 1.659 -1.162 3.188
H 1.332 0.241 4.309
H -0.298 -1.037 5.661
H 1.236 -2.049 5.359
H -1.026 -2.677 3.275
H -1.326 -3.156 5.043
H 2.406 -4.089 3.267
H 2.452 1.368 2.856
H 3.359 4.050 2.835
H 2.908 3.716 1.064
H 4.190 1.374 1.219
H 5.232 2.884 1.102
H 6.085 2.746 3.371
H 4.492 1.994 4.022
H 5.202 -0.378 1.996
C -4.932 2.223 0.744
O -4.751 3.392 -0.036
C -5.680 3.524 -1.114
C -6.728 4.600 -0.818
N -7.653 4.179 0.232
C -8.458 5.262 0.804
C -7.733 6.471 1.420
O -7.042 6.196 2.632
C -5.784 5.562 2.469
H -4.036 2.083 1.353
H -5.783 2.325 1.423
H -5.064 1.335 0.115
H -6.143 2.566 -1.375
H -5.098 3.850 -1.982
H -7.294 4.812 -1.732
H -6.185 5.508 -0.538
H -7.133 3.743 0.983
H -9.072 4.808 1.591
H -9.153 5.621 0.036
H -8.504 7.202 1.685
H -7.077 6.982 0.708
H -5.252 5.916 1.583
H -5.915 4.480 2.438
H -5.173 5.785 3.347
C 8.357 -1.297 -6.054
O 6.949 -1.141 -6.016
C 6.223 -2.367 -6.106
C 5.620 -2.758 -4.754
N 6.649 -3.172 -3.802
C 6.201 -3.232 -2.408
C 5.604 -1.964 -1.773
O 6.539 -0.918 -1.544
C 6.869 -0.152 -2.691
H 8.800 -0.317 -6.246
H 8.744 -1.656 -5.096
H 8.666 -1.977 -6.856
H 6.831 -3.174 -6.529
H 5.398 -2.184 -6.802
H 4.914 -3.584 -4.899
H 5.057 -1.893 -4.390
H 7.432 -2.531 -3.854
H 7.076 -3.519 -1.814
H 5.478 -4.050 -2.311
H 5.237 -2.249 -0.781
H 4.728 -1.590 -2.313
H 6.014 -0.011 -3.356
H 7.701 -0.617 -3.220
H 7.211 0.831 -2.359
C -5.797 -4.428 -2.163
O -4.687 -3.754 -2.731
C -4.327 -2.549 -2.056
C -3.044 -2.729 -1.239
N -3.259 -3.587 -0.076
C -2.030 -4.079 0.554
C -1.030 -4.872 -0.304
O -1.478 -6.165 -0.696
C -2.380 -6.177 -1.790
H -6.150 -5.166 -2.887
H -5.515 -4.962 -1.252
H -6.620 -3.737 -1.947
H -5.149 -2.161 -1.443
H -4.128 -1.808 -2.837
H -2.692 -1.747 -0.901
H -2.290 -3.145 -1.914
H -3.817 -4.387 -0.348
H -2.344 -4.727 1.380
H -1.508 -3.228 1.007
H -0.147 -5.046 0.318
H -0.670 -4.307 -1.171
H -2.142 -5.411 -2.532
H -3.403 -6.064 -1.428
H -2.318 -7.154 -2.273
*
```

Record 2
DFT (ωB97M-V/def2-TZVPD) results for a cluster of 3 separate species, C4H12N4 in total.

- HOMO level (spin up / spin down) (eV) = -6.660 / -6.924
- max |F| (Eh/bohr) = 0.040

The geometry in ORCA input format:
```
! wB97M-V def2-TZVPD RIJCOSX def2/J DEFGRID3
* xyz 0 1
C -0.707 0.195 0.202
C -0.974 1.987 1.823
C 1.286 -2.244 -0.812
N 0.459 0.724 0.528
C 0.435 -1.115 -1.298
N 0.978 1.698 -0.265
N -1.322 -0.734 1.023
N 0.258 -0.863 -2.510
H -1.346 0.630 -0.572
H 0.505 1.875 -1.149
H 1.974 1.578 -0.369
H -0.688 -1.166 1.681
H -1.879 -1.411 0.522
H -0.300 -0.024 -2.710
H -2.036 1.778 1.861
H -0.445 1.774 2.742
H -0.700 2.902 1.312
H 0.716 -2.868 -0.119
H 1.648 -2.868 -1.637
H 2.137 -1.848 -0.253
*
```

Record 3
DFT (ωB97M-V/def2-TZVPD) results for the molecule C4H7NO2.

- HOMO level (eV) = -9.873
- max |F| (Eh/bohr) = 0.012
- SMILES = C/C(=N\O)[C@H]1CO1

The geometry in ORCA input format:
```
! wB97M-V def2-TZVPD RIJCOSX def2/J DEFGRID3
* xyz 0 1
C -1.423 -0.945 -0.380
C -0.345 0.054 -0.069
N -0.557 1.123 0.595
O -1.940 1.252 0.865
C 1.065 -0.226 -0.490
C 2.187 0.598 -0.047
O 1.947 -0.676 0.534
H -2.256 -0.463 -0.897
H -1.045 -1.780 -0.973
H -1.827 -1.338 0.560
H -2.023 1.069 1.807
H 1.155 -0.779 -1.426
H 3.075 0.660 -0.676
H 1.987 1.452 0.596
*
```

- The lowest max |F| belongs to which entry?
  C4H7NO2

- max |F| of number 3 (C4H7NO2)?
  0.012 Eh/bohr